{"formula": "C5H13NO", "method": "ωB97M-V with the def2-TZVPD basis set", "symbols": ["O", "N", "C", "C", "C", "C", "C", "H", "H", "H", "H", "H", "H", "H", "H", "H", "H", "H", "H", "H"], "xyz": [[1.505, 1.889, 3.735], [-1.527, -0.854, 1.147], [0.616, 1.488, -1.858], [-0.203, -0.762, -0.797], [-0.270, -2.209, -1.157], [0.167, 0.048, -2.110], [-0.615, -0.112, 0.274], [-0.836, -2.449, -2.066], [1.545, 1.614, -2.498], [0.710, -0.376, -2.876], [-0.820, -2.825, -0.383], [-0.563, 0.912, 0.547], [0.740, -2.623, -1.169], [1.067, 2.784, 3.737], [0.798, 1.668, -0.755], [1.635, 1.504, 2.821], [-1.593, -0.614, 2.216], [-0.837, 0.135, -2.690], [-0.169, 2.254, -2.365], [-1.195, -1.841, 1.450]], "forces_ev_per_angstrom": [[-0.24, 0.29, -0.83], [0.84, -1.88, 4.34], [-0.23, 1.50, -1.63], [1.18, 1.36, -3.87], [-1.28, -1.45, 2.11], [-3.83, 1.55, 1.86], [-1.70, -2.66, 1.74], [0.48, 0.47, -0.11], [-0.78, 0.31, 1.27], [1.93, -1.65, -0.87], [0.60, 0.65, -0.61], [0.14, 0.77, -0.43], [-0.05, 0.02, -0.43], [0.76, -1.61, -0.70], [-0.07, 0.24, -1.59], [-0.53, 1.31, 1.51], [0.28, 1.01, -2.72], [1.09, -0.31, 1.15], [1.80, -1.54, 1.71], [-0.39, 1.64, -1.91]], "lowdin_charge": [-0.112, -0.028, -0.136, -0.304, -0.077, -0.238, -0.172, 0.085, 0.073, 0.061, 0.075, 0.087, 0.083, 0.057, 0.059, 0.053, 0.102, 0.132, 0.113, 0.088], "total_charge": 0, "multiplicity": 1, "homo_lumo_gap_ev": 8.891, "smiles": "CC/C(C)=C/N.O", "homo_ev": -8.220, "e_above_lowest_kcal_mol": 70.20}